a:
Formula: H26O17S
Source: OMol25
Level of theory: ωB97M-V with the def2-TZVPD basis set

Results
HOMO-LUMO gap ... 7.931 eV
M ... 330.26 g mol⁻¹
LUMO ... 5.0 eV
Multiplicity ... 1
Charge ... -2

Each line ends with the Mulliken charge.
Cartesian coordinates (Å):
S -0.0547 0.2346 -0.1436  -0.48
O 1.0433 1.2036 -0.2046  -0.61
O 0.0663 -0.4684 1.0264  -0.24
O -1.3617 0.8246 -0.0676  -0.57
O 0.1163 -0.6464 -1.3176  -0.01
O 2.6113 -1.0774 2.3274  -0.68
H 2.7803 -1.7544 2.9224  0.24
H 1.6363 -0.9414 2.1094  0.44
O -1.6937 3.1566 -1.7516  -0.70
H -0.9257 3.4476 -1.4266  0.40
H -1.5377 2.3226 -1.4866  0.26
O -3.1447 0.1616 -0.8566  -0.85
H -2.2047 0.3846 -0.4946  0.45
H -3.1797 -0.6324 -0.5366  0.38
O 1.0123 3.6706 -1.2826  -0.72
H 1.2763 2.7686 -0.8936  0.60
H 1.7003 3.9066 -1.8606  0.28
O 2.5883 -1.6124 -2.0576  -0.66
H 3.1463 -0.9284 -1.4746  0.38
H 1.8503 -1.0894 -2.1216  0.29
O -1.1397 -1.1564 -3.6136  -0.75
H -0.6007 -0.8534 -2.8376  0.38
H -0.8077 -2.0974 -3.4996  0.30
O 3.4783 1.1596 -1.3476  -0.72
H 2.5803 1.3866 -1.0996  0.44
H 4.0653 0.8756 -0.4896  0.34
O -0.4097 -2.8894 1.8004  -0.78
H -0.2147 -2.1434 1.4164  0.29
H -0.8097 -2.4834 2.5104  0.34
O -1.3167 -0.1004 3.2154  -0.78
H -0.8117 -0.3834 2.3594  0.37
H -1.8567 0.5466 2.7484  0.50
O -2.7467 -2.1634 0.1544  -0.52
H -2.2307 -2.0804 0.8184  0.31
H -3.4987 -2.6994 0.3094  0.20
O -2.0867 1.9736 1.7184  -0.89
H -1.6497 1.5896 1.0234  0.58
H -2.9857 1.7506 1.6404  0.29
O 2.3763 2.0936 2.0504  -0.65
H 2.0073 2.1016 1.1444  0.36
H 2.7823 1.3536 2.2644  0.24
O 0.0693 -3.1734 -1.0816  -0.69
H -0.0627 -3.2734 -0.2306  0.27
H 0.1433 -2.2634 -1.3816  0.40


b:
Formula: H26O17S
Source: OMol25
Level of theory: ωB97M-V with the def2-TZVPD basis set

Results
HOMO-LUMO gap ... 8.911 eV
M ... 330.26 g mol⁻¹
LUMO ... 5.1 eV
Multiplicity ... 1
Charge ... -2

Each line ends with the Mulliken charge.
Cartesian coordinates (Å):
S -22.7480 10.6482 39.3208  0.12
O -22.9655 9.5590 40.2920  -0.34
O -24.0045 10.7908 38.7172  -0.59
O -22.3490 11.8490 39.9832  -0.59
O -21.7132 10.2716 38.3352  -0.46
O -26.2072 10.9785 39.8152  -0.64
H -25.4126 11.0052 39.2662  0.52
H -26.8110 11.4624 39.3003  0.27
O -24.5614 9.7920 42.0494  -0.75
H -23.7378 9.6322 41.5406  0.21
H -25.4170 9.7553 41.6135  0.29
O -21.4204 7.4691 39.7879  -0.77
H -20.3289 7.6434 39.5935  0.34
H -21.8373 8.2635 40.1691  0.27
O -24.6416 13.2625 37.7692  -0.74
H -24.4622 12.4751 38.2094  0.28
H -23.8218 13.4749 37.2664  0.35
O -23.9547 14.1748 40.2105  -0.68
H -23.3002 13.5704 40.1211  0.26
H -24.3934 13.9602 39.4932  0.46
O -20.2677 13.3439 39.2758  -0.67
H -20.6408 14.2552 39.4263  0.34
H -21.1841 12.8765 39.5614  0.49
O -21.0295 8.0367 37.0360  -0.74
H -21.3824 8.9058 37.3440  0.39
H -21.4935 7.2997 37.4699  0.31
O -19.0457 10.5658 38.7548  -0.59
H -19.8698 10.5529 38.7016  0.21
H -18.8750 11.2194 39.3636  0.34
O -21.2894 12.7635 42.1411  -0.70
H -21.7559 12.4670 41.3658  0.53
H -20.8435 13.5547 41.9870  0.29
O -20.9753 11.4218 36.1558  -0.68
H -21.4718 11.6056 35.3988  0.25
H -21.3028 10.9456 36.9251  0.52
O -25.3497 9.4589 36.9684  -0.75
H -26.0437 9.0157 37.5155  0.28
H -24.8279 10.0572 37.5345  0.51
O -21.1615 9.8569 42.6206  -0.72
H -20.7877 10.7357 42.8243  0.33
H -21.4450 9.9255 41.6639  0.31
O -24.5231 7.5868 39.7316  -0.71
H -23.7442 8.1928 39.8935  0.23
H -24.0093 6.9387 39.2552  0.37


Most stable structure, least stable structure: b, a.


a:
Formula: C41H34N2O4P2S2Zr
Source: OMol25
Level of theory: ωB97M-V with the def2-TZVPD basis set

Results
HOMO-LUMO gap ... 6.797 eV
M ... 836.04 g mol⁻¹
LUMO ... -6.6 eV
Multiplicity ... 1
Charge ... +2

Each line ends with the Mulliken charge.
Cartesian coordinates (Å):
Zr 0.2337 -0.0371 0.0337  -1.70
O -0.3255 -3.4477 -2.6421  -0.45
C -0.1078 -2.2948 -2.0752  0.08
O -0.5828 -1.9610 -0.9908  -0.50
C 0.7695 -1.3515 -2.8183  -0.04
C 1.3203 -1.5211 -4.0643  -0.80
C 2.0610 -0.4590 -4.5885  -1.01
C 2.2161 0.7092 -3.8589  -0.98
C 1.6370 0.7730 -2.6032  0.63
N 0.9451 -0.2396 -2.1080  3.21
C 1.7101 1.9507 -1.6682  -0.38
O 2.0455 3.0342 -2.0197  -0.59
O 1.2848 1.5996 -0.4249  -0.40
H -0.9119 -3.9864 -2.0765  0.50
H 1.1720 -2.4396 -4.6155  0.67
H 2.5075 -0.5497 -5.5701  0.59
H 2.7699 1.5596 -4.2342  0.59
C -2.8539 3.0035 0.4665  -0.71
C -1.7582 3.1777 1.5161  -1.68
P -0.7523 1.7088 1.9369  2.37
C -1.6424 0.9600 3.3328  0.27
C -2.9519 0.5138 3.1324  -0.11
C -3.6611 -0.0777 4.1673  -1.04
C -3.0633 -0.2365 5.4102  -0.67
C -1.7630 0.1996 5.6140  -0.86
C -1.0490 0.7940 4.5807  -0.29
C 0.7802 2.3606 2.6439  0.23
C 1.9185 1.5574 2.6906  0.07
C 3.0931 2.0181 3.2607  -0.85
C 3.1359 3.2988 3.7964  -0.61
C 2.0067 4.1042 3.7656  -0.81
C 0.8310 3.6383 3.1929  -0.66
C -2.3196 2.9219 -0.9596  -1.22
P -1.7236 1.2710 -1.4801  2.90
C -3.2280 0.2625 -1.3739  0.42
C -4.2928 0.4153 -2.2650  -0.64
C -5.4685 -0.2955 -2.0786  -0.89
C -5.6008 -1.1609 -0.9974  -0.66
C -4.5550 -1.3168 -0.0992  -1.16
C -3.3789 -0.6066 -0.2965  -0.32
C -1.3846 1.4888 -3.2475  0.39
C -1.6667 0.4661 -4.1565  -0.72
C -1.3746 0.6231 -5.5032  -0.92
C -0.7849 1.7987 -5.9544  -0.65
C -0.4921 2.8161 -5.0580  -0.84
C -0.7907 2.6641 -3.7094  -0.50
H -3.5128 3.8704 0.5272  0.54
H -3.4890 2.1431 0.6846  0.22
H -2.1937 3.5047 2.4608  0.69
H -1.0590 3.9519 1.1928  0.76
H -3.4374 0.6295 2.1712  0.10
H -4.6786 -0.4092 4.0056  0.48
H -3.6144 -0.6969 6.2195  0.42
H -1.2992 0.0805 6.5844  0.46
H -0.0361 1.1305 4.7600  0.47
H 1.9056 0.5395 2.3112  0.35
H 3.9678 1.3821 3.2917  0.49
H 4.0502 3.6676 4.2425  0.41
H 2.0360 5.0976 4.1927  0.45
H -0.0396 4.2800 3.1956  0.46
H -1.5184 3.6502 -1.1003  0.57
H -3.1034 3.1564 -1.6824  0.68
H -4.2091 1.0927 -3.1070  0.50
H -6.2876 -0.1709 -2.7748  0.46
H -6.5219 -1.7116 -0.8554  0.45
H -4.6520 -1.9847 0.7470  0.54
H -2.5861 -0.7546 0.4341  0.77
H -2.1573 -0.4416 -3.8228  0.54
H -1.6246 -0.1630 -6.2046  0.47
H -0.5688 1.9275 -7.0072  0.45
H -0.0395 3.7358 -5.4047  0.50
H -0.5459 3.4702 -3.0307  0.28
S -0.0239 -1.5541 2.1481  -0.30
C 1.4370 -2.1101 1.4064  0.35
N 1.9184 -1.4658 0.3512  0.47
C 3.1024 -2.0519 -0.1342  -0.75
C 3.8864 -1.6162 -1.1957  -0.08
C 5.0261 -2.3338 -1.5101  -0.90
C 5.3920 -3.4683 -0.7775  -0.62
C 4.6271 -3.8952 0.2906  -0.56
C 3.4801 -3.1717 0.5990  1.00
S 2.3482 -3.4621 1.8915  -0.19
H 3.6390 -0.7163 -1.7431  0.47
H 5.6546 -2.0043 -2.3270  0.47
H 6.2904 -4.0101 -1.0395  0.42
H 4.9181 -4.7602 0.8715  0.44


b:
Formula: C41H34N2O4P2S2Zr
Source: OMol25
Level of theory: ωB97M-V with the def2-TZVPD basis set

Results
HOMO-LUMO gap ... 5.790 eV
M ... 836.04 g mol⁻¹
LUMO ... -6.8 eV
Multiplicity ... 1
Charge ... +2

Each line ends with the Mulliken charge.
Cartesian coordinates (Å):
Zr -1.1393 -0.0177 1.2041  -0.19
O -1.5641 4.2675 0.5009  -0.45
C -1.4747 3.0672 0.9898  0.17
O -0.9687 2.1152 0.3856  -0.49
C -2.0528 2.8515 2.3372  -0.19
C -2.6732 3.7760 3.1491  -0.59
C -3.2379 3.3073 4.3401  -0.84
C -3.1896 1.9574 4.6460  -0.96
C -2.5448 1.1034 3.7565  0.46
N -1.9799 1.5601 2.6578  1.67
C -2.4818 -0.4076 3.8774  0.15
O -2.8438 -0.9882 4.8525  -0.57
O -1.9770 -0.9466 2.7662  -0.97
H -1.1963 4.3080 -0.3996  0.46
H -2.7304 4.8171 2.8636  0.66
H -3.7328 3.9996 5.0078  0.54
H -3.6408 1.5475 5.5396  0.67
C 2.4445 2.5591 -0.6974  -1.35
C 2.1413 2.2657 0.7939  -1.06
P 1.7911 0.5179 1.2074  1.96
C 3.3794 -0.3356 1.4868  1.67
C 4.5409 0.3980 1.7008  -0.71
C 5.7437 -0.2565 1.9219  -0.78
C 5.7942 -1.6422 1.9335  -0.65
C 4.6370 -2.3771 1.7198  -0.92
C 3.4338 -1.7275 1.4907  -0.22
C 1.1512 0.5352 2.9297  0.37
C 0.8706 -0.7261 3.4789  0.15
C 0.4741 -0.8493 4.8048  -1.00
C 0.3404 0.2841 5.5911  -0.65
C 0.6101 1.5431 5.0579  -0.82
C 1.0150 1.6693 3.7401  -0.91
C 1.8174 1.6064 -1.7327  -0.88
P 2.8195 0.0338 -1.7216  1.04
C 3.8036 0.1652 -3.2417  0.45
C 3.2251 0.3247 -4.5036  -0.32
C 4.0247 0.4248 -5.6275  -0.79
C 5.4099 0.3660 -5.5020  -0.47
C 5.9920 0.2054 -4.2559  -0.66
C 5.1891 0.1028 -3.1257  -0.38
C 1.6847 -1.3512 -2.0832  -0.39
C 2.1304 -2.4605 -2.7072  -0.72
C 1.3442 -3.6745 -2.7839  -0.75
C 0.1165 -3.7647 -2.2503  -1.22
C -0.4754 -2.6043 -1.5980  -0.59
C 0.3405 -1.3882 -1.4889  1.40
H 3.5272 2.5605 -0.8446  0.28
H 2.1204 3.5827 -0.8986  0.49
H 1.2346 2.7961 1.0863  -0.02
H 2.9346 2.6629 1.4292  1.05
H 4.5315 1.4804 1.6942  0.34
H 6.6431 0.3214 2.0879  0.47
H 6.7344 -2.1481 2.1066  0.43
H 4.6720 -3.4584 1.7207  0.47
H 2.5523 -2.3130 1.2808  0.21
H 1.0195 -1.6264 2.8927  0.25
H 0.2678 -1.8270 5.2184  0.49
H 0.0371 0.1869 6.6252  0.46
H 0.5316 2.4240 5.6821  0.53
H 1.2628 2.6509 3.3537  0.44
H 1.8774 2.0538 -2.7252  0.75
H 0.7601 1.4393 -1.5161  0.04
H 2.1463 0.3614 -4.6080  0.35
H 3.5747 0.5468 -6.6038  0.42
H 6.0331 0.4444 -6.3828  0.40
H 7.0684 0.1574 -4.1612  0.43
H 5.6399 -0.0284 -2.1488  0.41
H 3.1101 -2.4565 -3.1694  0.52
H 1.7644 -4.5246 -3.3048  0.45
H -0.4743 -4.6662 -2.3306  0.49
H -1.5499 -2.5132 -1.6246  -0.14
H -0.2050 -0.4504 -1.4826  0.87
S 0.1195 -2.2525 0.1817  -0.17
C -2.6118 -0.5431 -0.3642  0.23
N -3.1507 0.2905 0.4804  0.90
C -4.5326 0.4280 0.3614  0.16
C -5.3756 1.2186 1.1396  -0.27
C -6.7220 1.2105 0.8448  -0.84
C -7.2254 0.4353 -0.2088  -0.56
C -6.3970 -0.3465 -0.9877  -0.78
C -5.0378 -0.3426 -0.6882  0.77
S -3.7285 -1.2207 -1.4467  -0.30
H -4.9821 1.8152 1.9536  0.31
H -7.4040 1.8077 1.4340  0.44
H -8.2870 0.4483 -0.4140  0.42
H -6.7938 -0.9431 -1.7973  0.44


Most stable structure, least stable structure: a, b.


a:
Formula: C8H11NO
Source: OMol25
Level of theory: ωB97M-V with the def2-TZVPD basis set

Results
HOMO-LUMO gap ... 10.052 eV
M ... 137.18 g mol⁻¹
LUMO ... 0.8 eV
Multiplicity ... 1
SMILES ... c1ccccc1.CC(N)=O
Charge ... 0

Each line ends with the Mulliken charge.
Cartesian coordinates (Å):
C -1.3837 -0.8539 -0.6892  -0.61
C -2.4966 -1.3538 -0.0641  -0.13
C -3.3562 -0.5296 0.6220  -0.35
C -3.1207 0.8472 0.5865  -0.38
C -2.1236 1.4385 -0.2339  -0.38
C -1.3353 0.5750 -0.8963  -0.21
C 2.9039 -0.0381 0.0518  0.54
C 4.4711 -0.0249 0.4167  -0.87
H -0.8029 -1.5851 -1.3588  0.28
H -2.7893 -2.4580 0.0199  0.24
H -4.1820 -1.0516 1.1881  0.29
H -3.7369 1.3007 1.1731  0.51
H -1.9501 2.5082 -0.3257  0.38
H -0.4959 1.0146 -1.4475  0.38
H 0.9831 -0.0464 0.7885  0.22
H 2.3160 0.3597 2.0605  0.27
H 4.7929 -0.9402 -0.0411  0.26
H 4.7917 0.1274 1.4523  0.33
H 4.8374 0.7176 -0.3459  0.26
N 2.0202 -0.0661 1.0234  -0.39
O 2.5927 0.0191 -1.1360  -0.61


b:
Formula: C8H11NO
Source: OMol25
Level of theory: ωB97M-V with the def2-TZVPD basis set

Results
HOMO-LUMO gap ... 10.119 eV
M ... 137.18 g mol⁻¹
LUMO ... 0.3 eV
Multiplicity ... 1
SMILES ... C[C@H]1C[C@]1(C)C#CC#N.O
Charge ... 0

Each line ends with the Mulliken charge.
Cartesian coordinates (Å):
C -6.3641 -1.5914 -0.0659  -1.44
C -5.0441 -2.0298 -0.6504  0.10
C -4.6935 -1.8082 -2.0840  -0.88
C -3.9556 -1.0148 -1.0111  1.55
C -4.2088 0.4774 -0.8789  -1.71
C -2.6058 -1.4340 -0.7245  -0.19
C -1.4067 -1.6139 -0.5833  0.34
C -0.0467 -1.3096 -0.4941  -0.22
N 1.0030 -1.0577 -0.9863  -0.58
H -6.7860 -0.7283 -0.5963  0.28
H -7.0903 -2.4129 -0.1424  0.40
H -6.2609 -1.3285 0.9965  0.32
H -4.6548 -2.9553 -0.2200  0.39
H -4.1432 -2.5811 -2.6199  0.30
H -5.3855 -1.2255 -2.6950  0.27
H -5.2430 0.7188 -1.1479  0.37
H -4.0289 0.8179 0.1502  0.33
H -3.5392 1.0440 -1.5395  0.44
O -0.4631 1.4155 -0.3862  -0.73
H -1.2917 1.0037 -0.1211  0.30
H 0.3784 1.0379 -0.9544  0.37


Most stable structure, least stable structure: a, b.